The following is a quantum chemistry calculation of a molecular structure, C43H64N9O5RbSSi2 in a non-equilibrium geometry, from OMol25.

Calculated values
max |F|	1.1	eV Å⁻¹
LUMO level	-1.142	eV
E_tot	-96523.6498	eV
net charge	0

Positions of all 125 atoms, in Å:
Rb: -0.69 -0.98 0.10
C: -0.83 -1.69 4.67
N: -0.43 -0.41 4.10
C: -1.58 0.44 3.78
C: -1.09 1.81 3.44
N: -0.70 2.21 2.26
C: -0.20 3.49 2.45
C: 0.35 4.38 1.53
C: 0.82 5.59 2.00
C: 0.74 5.93 3.37
C: 0.19 5.06 4.29
C: -0.28 3.84 3.81
N: -0.86 2.75 4.42
C: -0.40 -2.86 3.83
N: -0.34 -2.83 2.54
C: -0.04 -4.13 2.15
C: 0.08 -4.68 0.88
C: 0.36 -6.03 0.78
C: 0.52 -6.82 1.93
C: 0.39 -6.30 3.20
C: 0.09 -4.94 3.28
N: -0.13 -4.09 4.35
H: -1.92 -1.76 4.74
H: -0.45 -1.80 5.69
H: 0.12 -0.57 3.25
H: -2.22 0.51 4.67
H: -2.20 0.07 2.95
H: 0.41 4.12 0.48
H: 1.25 6.31 1.31
H: 1.10 6.89 3.69
H: 0.11 5.33 5.34
H: -1.11 2.65 5.38
H: -0.06 -4.07 -0.01
H: 0.46 -6.49 -0.19
H: 0.73 -7.88 1.81
H: 0.50 -6.92 4.08
H: -0.13 -4.33 5.33
C: 3.21 -1.73 -4.77
Si: 2.11 -1.22 -3.31
C: 1.22 0.35 -3.90
C: 0.72 -2.49 -3.20
C: 2.98 -0.93 -1.72
C: 3.37 -2.03 -0.89
C: 3.57 -3.35 -1.40
C: 3.99 -4.37 -0.60
C: 4.23 -4.14 0.76
C: 4.01 -2.85 1.20
N: 3.60 -1.84 0.44
Si: 3.75 0.70 -1.52
C: 5.15 0.73 -0.24
C: 4.65 1.30 -3.08
C: 2.55 2.16 -1.17
H: 2.62 -1.82 -5.69
H: 3.69 -2.69 -4.59
H: 4.00 -1.00 -4.95
H: 0.65 0.12 -4.80
H: 1.91 1.17 -4.14
H: 0.52 0.69 -3.14
H: 0.39 -2.78 -4.20
H: -0.13 -2.01 -2.72
H: 0.97 -3.40 -2.65
H: 3.45 -3.52 -2.46
H: 4.15 -5.36 -1.02
H: 4.54 -4.92 1.44
H: 4.17 -2.61 2.26
H: 5.99 0.17 -0.65
H: 4.89 0.25 0.71
H: 5.51 1.75 -0.07
H: 5.37 0.55 -3.41
H: 5.19 2.23 -2.88
H: 3.96 1.48 -3.91
H: 1.71 1.86 -0.53
H: 2.13 2.49 -2.11
H: 3.06 3.02 -0.72
O: -2.05 -2.84 -1.09
C: -3.21 -2.83 -1.46
C: -4.34 -2.08 -0.91
C: -5.57 -2.35 -1.51
C: -6.72 -1.73 -1.08
C: -6.68 -0.81 -0.01
C: -5.49 -0.53 0.58
C: -4.24 -1.11 0.16
O: -3.16 -0.76 0.70
N: -7.98 -2.02 -1.73
O: -7.99 -2.82 -2.65
O: -8.98 -1.45 -1.32
H: -3.50 -3.48 -2.31
H: -5.63 -3.06 -2.32
H: -7.60 -0.35 0.31
H: -5.44 0.18 1.40
N: 3.05 3.24 3.21
C: 2.94 2.14 2.18
C: 2.27 0.92 2.81
N: 1.66 0.05 1.83
H: 3.55 4.05 2.85
H: 3.53 2.91 4.05
H: 2.11 3.55 3.48
H: 3.93 1.94 1.80
H: 2.33 2.55 1.39
H: 1.50 1.27 3.52
H: 2.99 0.35 3.39
H: 2.34 -0.60 1.39
H: 1.24 0.61 1.09
C: -4.70 1.50 -2.68
C: -4.30 2.67 -1.80
C: -3.31 2.32 -0.70
S: -1.65 1.79 -1.14
O: -1.73 0.54 -1.98
C: -1.11 3.13 -2.25
C: -1.42 2.89 -3.73
C: -0.52 3.73 -4.62
H: -5.42 1.82 -3.44
H: -5.18 0.71 -2.08
H: -3.84 1.05 -3.17
H: -5.19 3.07 -1.30
H: -3.91 3.50 -2.40
H: -3.66 1.48 -0.09
H: -3.14 3.16 -0.02
H: -0.02 3.18 -2.11
H: -1.54 4.06 -1.88
H: -2.47 3.10 -3.93
H: -1.27 1.83 -3.94
H: -0.62 4.80 -4.41
H: -0.75 3.58 -5.67
H: 0.53 3.46 -4.48

---

The following is a quantum chemistry calculation of 9 unconnected molecules or ions with the total composition C43H65N4O17S in a non-equilibrium geometry, from OMol25.

Calculated values
max |F|	6.4	eV Å⁻¹
LUMO level	-3.073	eV
E_tot	-97238.5609	eV
net charge	+1

Positions of all 130 atoms, in Å:
C: -4.89 -3.15 0.76
C: -3.73 -4.00 0.09
C: -2.31 -3.29 -0.09
C: -1.17 -4.12 0.73
C: -2.20 -1.76 0.28
C: -0.84 -1.17 0.77
N: -1.12 0.24 0.95
C: 0.02 1.13 1.39
C: 1.03 1.17 0.11
S: 0.28 2.02 -1.35
C: -0.75 0.88 -2.35
N: -1.61 1.27 -3.43
N: -2.28 0.23 -3.98
C: -1.87 -0.96 -3.28
O: -0.92 -0.52 -2.31
C: -2.48 0.60 0.67
N: -3.10 -0.63 0.25
H: -5.77 -3.88 0.96
H: -4.63 -2.62 1.74
H: -5.31 -2.41 -0.03
H: -4.09 -4.36 -0.95
H: -3.60 -4.96 0.72
H: -2.00 -3.40 -1.20
H: -1.31 -5.21 0.43
H: -0.15 -3.78 0.31
H: -1.23 -3.96 1.85
H: 0.15 -1.71 0.92
H: -0.38 2.20 1.47
H: 0.53 0.76 2.34
H: 1.44 0.11 -0.13
H: 1.97 1.78 0.40
H: -2.26 -2.01 -3.49
H: -2.91 1.65 0.77
H: -4.08 -0.71 -0.04
O: -4.91 -4.21 -3.74
C: -5.37 -3.33 -4.43
O: -6.47 -3.48 -5.21
C: -6.67 -2.29 -5.98
C: -5.95 -1.20 -5.22
C: -4.79 -1.96 -4.60
H: -6.26 -2.44 -6.98
H: -7.74 -2.08 -6.07
H: -5.63 -0.37 -5.86
H: -6.59 -0.80 -4.44
H: -3.93 -2.01 -5.27
H: -4.51 -1.53 -3.64
O: 2.34 2.53 3.05
C: 2.21 2.23 4.21
O: 1.99 0.97 4.65
C: 1.79 0.98 6.07
C: 2.44 2.26 6.55
C: 2.23 3.19 5.37
H: 0.71 0.96 6.26
H: 2.25 0.10 6.52
H: 2.01 2.64 7.48
H: 3.51 2.10 6.70
H: 1.27 3.71 5.42
H: 3.05 3.90 5.27
O: -5.44 4.69 1.53
C: -4.70 4.83 0.59
O: -4.42 3.86 -0.32
C: -3.42 4.33 -1.23
C: -3.49 5.84 -1.16
C: -3.91 6.08 0.28
H: -2.45 3.94 -0.91
H: -3.63 3.96 -2.23
H: -2.56 6.33 -1.43
H: -4.27 6.20 -1.83
H: -3.04 6.13 0.95
H: -4.52 6.97 0.38
O: 6.42 5.83 0.37
C: 5.86 4.92 -0.18
O: 6.00 4.63 -1.51
C: 5.12 3.56 -1.86
C: 4.82 2.85 -0.56
C: 4.88 3.98 0.45
H: 4.22 3.99 -2.31
H: 5.61 2.91 -2.58
H: 3.87 2.32 -0.56
H: 5.62 2.13 -0.34
H: 3.92 4.48 0.56
H: 5.24 3.63 1.42
O: -8.28 -9.12 -2.78
C: -7.25 -8.50 -2.90
O: -6.73 -7.69 -1.94
C: -5.57 -7.04 -2.45
C: -5.09 -7.90 -3.59
C: -6.39 -8.47 -4.13
H: -5.85 -6.03 -2.78
H: -4.82 -6.95 -1.66
H: -4.51 -7.35 -4.34
H: -4.46 -8.71 -3.21
H: -6.84 -7.81 -4.87
H: -6.25 -9.47 -4.54
O: -11.68 -12.84 -7.00
C: -11.18 -12.60 -5.94
O: -10.37 -13.48 -5.27
C: -10.03 -12.92 -3.99
C: -10.23 -11.43 -4.14
C: -11.36 -11.35 -5.13
H: -10.70 -13.36 -3.24
H: -9.00 -13.18 -3.74
H: -10.43 -10.93 -3.19
H: -9.33 -10.98 -4.57
H: -12.34 -11.38 -4.64
H: -11.28 -10.46 -5.76
O: 8.13 4.18 3.72
C: 8.90 5.11 3.66
O: 9.82 5.39 4.61
C: 10.49 6.62 4.27
C: 10.31 6.77 2.78
C: 8.96 6.13 2.55
H: 10.03 7.44 4.83
H: 11.55 6.55 4.55
H: 10.37 7.80 2.44
H: 11.08 6.20 2.25
H: 8.14 6.84 2.68
H: 8.90 5.65 1.57
O: 12.75 9.76 3.96
C: 13.40 9.08 4.71
O: 13.10 7.78 5.01
C: 14.01 7.31 6.01
C: 15.22 8.21 5.91
C: 14.62 9.53 5.48
H: 13.53 7.38 6.99
H: 14.26 6.26 5.81
H: 15.79 8.27 6.83
H: 15.89 7.84 5.12
H: 14.30 10.12 6.33
H: 15.29 10.09 4.84

---

The following is a quantum chemistry calculation of a molecular structure, C43H66N3O2P2PtSi, from OMol25.

Calculated values
max |F|	0.7	eV Å⁻¹
LUMO level	2.214	eV
E_tot	-83934.2810	eV
net charge	-1

Positions of all 118 atoms, in Å:
Pt: -0.19 0.58 0.43
C: 3.40 0.69 1.26
P: 2.17 -0.17 0.18
C: 2.27 -1.77 1.11
N: 3.28 -2.56 0.89
C: 3.34 -3.74 1.56
C: 4.37 -4.66 1.27
C: 4.42 -5.85 1.95
C: 3.46 -6.16 2.93
C: 2.46 -5.28 3.22
C: 2.38 -4.05 2.53
N: 1.39 -3.17 2.83
C: 1.31 -2.08 2.13
P: -0.09 -0.90 2.41
C: 0.52 0.07 3.83
C: -1.40 -1.98 3.21
C: -2.68 -1.17 3.37
C: -1.68 -3.14 2.26
C: -1.00 -2.50 4.60
C: 3.24 -0.58 -1.37
C: 4.73 -0.65 -1.02
C: 2.81 -1.89 -2.03
C: 3.10 0.48 -2.48
H: 4.24 0.03 1.45
H: 2.92 0.93 2.21
H: 3.76 1.62 0.82
H: 5.09 -4.40 0.51
H: 5.21 -6.56 1.72
H: 3.51 -7.11 3.45
H: 1.70 -5.50 3.96
H: 0.95 -0.57 4.60
H: -0.32 0.63 4.25
H: 1.26 0.80 3.51
H: -3.09 -0.86 2.42
H: -2.54 -0.28 4.00
H: -3.43 -1.80 3.87
H: -1.93 -2.77 1.27
H: -2.55 -3.70 2.63
H: -0.83 -3.83 2.18
H: -0.94 -1.69 5.33
H: -0.06 -3.05 4.59
H: -1.80 -3.17 4.94
H: 4.94 -1.40 -0.26
H: 5.13 0.31 -0.71
H: 5.26 -0.94 -1.94
H: 2.76 -2.73 -1.34
H: 3.55 -2.13 -2.80
H: 1.84 -1.78 -2.51
H: 3.64 1.40 -2.26
H: 2.06 0.72 -2.69
H: 3.54 0.06 -3.38
C: -1.48 4.05 0.46
Si: -0.27 2.85 -0.42
C: 1.36 3.91 -0.10
C: 1.57 3.82 1.43
C: 2.57 3.33 -0.80
C: 1.34 5.40 -0.46
C: -0.89 2.99 -2.26
C: -2.25 2.30 -2.36
C: -1.05 4.44 -2.74
C: 0.04 2.26 -3.24
H: -1.16 5.07 0.26
H: -1.52 3.93 1.54
H: -2.50 3.95 0.09
H: 1.52 2.79 1.78
H: 0.81 4.39 1.96
H: 2.55 4.23 1.70
H: 2.60 2.25 -0.68
H: 3.51 3.74 -0.40
H: 2.55 3.54 -1.87
H: 0.49 5.95 -0.05
H: 1.37 5.56 -1.53
H: 2.25 5.87 -0.04
H: -3.00 2.74 -1.69
H: -2.17 1.24 -2.11
H: -2.63 2.38 -3.39
H: -1.63 5.04 -2.04
H: -1.59 4.45 -3.70
H: -0.09 4.93 -2.90
H: 0.15 1.22 -2.94
H: 1.03 2.72 -3.30
H: -0.39 2.27 -4.25
C: -3.36 -3.08 -1.29
N: -3.79 -1.94 -0.51
C: -5.23 -1.92 -0.45
C: -3.16 -0.70 -1.01
C: -3.28 0.44 -0.03
C: -4.55 1.01 0.13
C: -4.85 1.90 1.14
C: -3.85 2.22 2.05
C: -2.57 1.75 1.82
C: -2.21 0.94 0.74
H: -3.66 -3.01 -2.35
H: -3.79 -3.99 -0.87
H: -2.28 -3.17 -1.25
H: -5.58 -2.92 -0.19
H: -5.69 -1.64 -1.41
H: -5.59 -1.24 0.32
H: -3.61 -0.42 -1.99
H: -2.11 -0.92 -1.19
H: -5.32 0.74 -0.58
H: -5.85 2.32 1.23
H: -4.05 2.86 2.90
H: -1.80 2.04 2.52
O: 0.86 -4.28 -0.44
C: 0.42 -3.28 -1.04
O: 0.29 -2.12 -0.56
C: 0.05 -3.45 -2.51
C: -0.35 -2.36 -3.28
C: -0.70 -2.53 -4.61
C: -0.66 -3.79 -5.19
C: -0.27 -4.89 -4.42
C: 0.09 -4.71 -3.09
H: -0.37 -1.39 -2.81
H: -1.01 -1.67 -5.20
H: -0.94 -3.93 -6.22
H: -0.23 -5.87 -4.87
H: 0.40 -5.55 -2.47